Record 1
DFT (ωB97M-V/def2-TZVPD) results for 3 unconnected molecules or ions with the total composition C3H9NO4.

Positions of all 17 atoms, in Å:
C -2.828 0.181 1.253
O -0.891 0.070 -1.437
O -1.565 0.625 0.892
O -1.384 1.258 -1.415
H -1.559 1.332 -0.225
H -3.409 -0.179 0.390
H -2.763 -0.617 2.003
H -3.408 1.003 1.707
C 1.218 -0.955 0.241
C 1.840 -0.157 -0.871
N 3.152 0.136 -0.751
O 1.210 0.231 -1.856
H 3.597 0.690 -1.468
H 3.695 -0.166 0.039
H 0.446 -0.347 0.723
H 1.951 -1.297 0.969
H 0.697 -1.808 -0.196

Gap between HOMO and LUMO (spin up / spin down) ... 8.8 / 6.7 eV
Largest force on an atom ... 3.1 eV Å⁻¹
Net charge ... 0
Energy relative to the best compared isomer or geometry (same formula, charge and spin) ... 667.42 kJ/mol

Results of the Mulliken charge analysis, in e, for atoms 1 through 5: number 1, C, carries -0.554; number 2, O, carries 0.016; number 3, O, carries -0.571; number 4, O, carries -0.177; number 5, H, carries 0.409

---

Record 2
DFT (ωB97M-V/def2-TZVPD) results for a gas-phase ion, C3H9NOS (charge -1).

Positions of all 15 atoms, in Å:
C 0.161 -1.535 -0.275
O 1.538 -1.883 -0.411
C 0.191 -0.042 0.237
C -1.185 0.501 0.542
S -1.886 1.983 -0.240
N 1.018 0.843 -0.581
H -0.258 -1.473 -1.302
H -0.471 -2.191 0.335
H 1.733 -1.486 -1.264
H 0.661 -0.219 1.202
H -1.294 0.809 1.584
H -1.963 -0.277 0.534
H -1.385 2.899 0.596
H 1.261 1.646 0.026
H 1.878 0.427 -0.982

2S+1 ... 2
<S²> ... 0.75
Gap between HOMO and LUMO (spin up / spin down) ... 2.4 / 8.5 eV
Largest force on an atom ... 3.2 eV Å⁻¹
Net charge ... -1
Energy relative to the best compared isomer or geometry (same formula, charge and spin) ... 193.60 kJ/mol

Results of the Mulliken charge analysis, in e, for atoms 1 through 5: number 1, C, carries -1.274; number 2, O, carries -0.178; number 3, C, carries 0.404; number 4, C, carries -1.712; number 5, S, carries -0.263